The following is a quantum chemistry calculation of H4O2 as an isolated structure at a distorted geometry, from the Open Molecules 2025 dataset.

```
6
H4O2, DFT ωB97M-V with the def2-TZVPD basis set
O -0.55 0.55 -0.14
O 1.07 -0.86 0.03
H 0.40 -0.17 0.09
H -0.90 0.60 -1.03
H 0.88 -1.45 0.75
H -0.91 1.32 0.31
```

## Properties
E = -4158.758 eV

Atom charges from the Mulliken analysis, given in e for atoms 1 to 2:
1 O -0.562
2 O -0.760



The following is a quantum chemistry calculation of C30H24BrGeNOPt as an isolated structure, from the Open Molecules 2025 dataset.

```
59
C30H24BrGeNOPt, DFT ωB97M-V with the def2-TZVPD basis set
Pt 0.25 0.31 -0.07
Br 2.92 1.14 0.22
Ge -2.31 -1.84 0.99
O 1.21 2.43 4.88
N -1.57 1.38 1.98
C -3.85 -5.83 0.74
C -3.83 0.28 -0.29
C -2.20 -1.93 2.94
C -2.09 -5.65 -0.88
C -0.78 -1.24 0.05
C -0.89 -2.60 4.88
C -3.64 -4.51 1.11
C -2.66 -3.72 0.49
C -6.35 -0.50 0.61
C -1.72 -1.85 5.71
C 0.50 2.09 -3.95
C -3.94 -0.84 0.55
C 0.27 0.41 -2.15
C -1.91 2.12 3.04
C -3.02 -1.19 3.79
C -0.42 1.41 -4.76
C 0.84 1.60 -2.68
C -0.62 -0.25 -3.01
C 0.28 2.10 3.93
C -3.08 -6.40 -0.27
C -1.04 2.52 4.04
C -0.25 0.99 1.84
C -2.79 -1.15 5.17
C -1.89 -4.32 -0.51
C -5.22 -1.21 0.99
C -0.97 0.23 -4.27
C -1.12 -2.63 3.51
C -6.22 0.61 -0.23
C -4.96 0.99 -0.68
C 0.67 1.34 2.84
H -1.06 -1.18 -2.66
H -1.52 -1.80 6.78
H -4.23 -4.09 1.92
H -0.69 1.79 -5.74
H 1.70 1.03 2.75
H -7.10 1.17 -0.53
H -2.84 0.60 -0.61
H -1.38 3.12 4.88
H -1.47 -6.09 -1.66
H -3.85 -0.62 3.38
H 0.76 2.94 5.56
H -3.42 -0.55 5.81
H 0.95 3.01 -4.30
H 1.57 2.13 -2.09
H -5.34 -2.07 1.64
H -1.69 -0.32 -4.87
H -4.62 -6.42 1.23
H -4.85 1.86 -1.32
H -0.04 -3.13 5.30
H -3.24 -7.44 -0.56
H -0.45 -3.19 2.87
H -2.96 2.40 3.10
H -1.12 -3.73 -1.00
H -7.33 -0.80 0.96
```

## Properties
Net charge = -2
Multiplicity = 3
E = -164839.923 eV

Atom charges from the Mulliken analysis, given in e for atoms 1 to 2:
1 Pt 0.245
2 Br -0.776



The following is a quantum chemistry calculation of CH8FNSi2 in the gas phase at a distorted geometry, from the Open Molecules 2025 dataset.

```
13
CH8FNSi2, DFT ωB97M-V with the def2-TZVPD basis set
Si -1.18 1.05 -0.17
Si 1.65 -0.53 0.05
F -3.32 -0.39 0.38
N 0.58 0.89 0.00
C -2.00 -0.72 0.19
H -2.03 -1.48 -0.69
H 2.50 -1.17 -1.00
H 2.30 -0.53 1.26
H -1.74 1.77 1.15
H 1.06 1.71 -0.28
H -1.74 1.43 -1.52
H 0.53 -1.54 0.24
H -1.58 -1.23 0.99
```

## Properties
Multiplicity = 3
E = -21123.335 eV

Atom charges from the Mulliken analysis, given in e for atoms 1 to 2:
1 Si 0.270
2 Si 0.249